The following is a quantum chemistry calculation of a 8-piece molecular cluster, BrH14O7 overall in a non-equilibrium geometry, from the Open Molecules 2025 dataset.

XYZ file:
```
22
BrH14O7 (ωB97M-V with the def2-TZVPD basis set)
H 12.006 -10.601 12.871
H 12.189 -14.043 12.212
Br 9.599 -12.872 14.854
H 10.798 -14.002 12.962
O 7.042 -11.693 16.940
O 7.936 -9.805 14.512
H 6.062 -12.466 13.948
O 10.889 -10.219 16.615
H 7.433 -10.877 17.183
O 12.305 -11.525 13.098
H 8.554 -12.445 12.450
H 7.240 -12.972 14.723
H 10.442 -11.036 16.284
H 11.632 -11.930 13.599
H 7.691 -12.304 16.578
O 8.057 -11.911 11.848
H 11.262 -10.373 17.452
H 8.263 -10.632 14.818
O 11.294 -14.376 12.259
H 8.313 -9.703 13.638
H 8.339 -10.980 11.918
O 6.383 -13.228 14.428
```

The LUMO energy is 0.116 Ha. As for the HOMO energy: -6.275 eV. The charge is -1. For the maximum force, the calculation gives 0.0627 Eh/bohr. Its calculated total energy is -84605.8920 eV. Its energy above the lowest of the compared OMol25 structures with the same formula, charge and spin is 90.22 kJ/mol.

The following is a quantum chemistry calculation of C3H3FN2O in the gas phase in a non-equilibrium geometry, from the Open Molecules 2025 dataset.

XYZ file:
```
10
C3H3FN2O (ωB97M-V with the def2-TZVPD basis set)
C 0.313 0.662 0.569
O -0.558 -0.650 2.200
C 0.467 0.324 -0.958
F -0.508 1.739 0.667
N -0.823 -1.272 0.009
C -0.302 -0.747 -1.166
H 1.144 0.778 1.170
H -0.389 -1.324 -2.020
H 1.152 1.003 -1.445
N -0.496 -0.513 0.975
```

The LUMO energy (alpha / beta) is -0.028 / -0.028 Ha. As for the HOMO energy (alpha / beta): -9.458 / -9.458 eV. The charge is 0. For the maximum force, the calculation gives 0.0960 Eh/bohr. Its calculated total energy is -10900.7218 eV. The SMILES is [O-][N+]1=NC=C[C@H]1F. Its energy above the lowest of the compared OMol25 structures with the same formula, charge and spin is 401.99 kJ/mol.

The following is a quantum chemistry calculation of a 4-piece molecular cluster, C4H11NO3 overall in a non-equilibrium geometry, from the Open Molecules 2025 dataset.

XYZ file:
```
19
C4H11NO3 (ωB97M-V with the def2-TZVPD basis set)
H -0.735 -1.132 -0.135
H 2.479 -0.283 2.618
H 0.659 -2.025 2.215
H -2.791 0.964 -3.001
H 0.299 1.333 -0.558
N 1.738 0.677 0.911
H -3.414 -3.098 -4.689
O 3.960 1.655 3.978
H 4.719 1.985 4.503
C 0.690 -1.182 1.541
H 3.219 1.747 4.563
O -3.741 0.932 -3.070
H 2.462 1.349 0.801
C 0.688 0.514 0.018
H -3.895 1.798 -2.684
H -4.482 -2.032 -4.384
O -3.677 -2.223 -4.859
C 1.762 -0.329 1.815
C 0.059 -0.651 0.418
```

The LUMO energy is 0.024 Ha. As for the HOMO energy: -8.098 eV. The charge is 0. For the maximum force, the calculation gives 0.0597 Eh/bohr. Its calculated total energy is -11958.0695 eV. The SMILES is c1cc[nH]c1.O.O.O. Its energy above the lowest of the compared OMol25 structures with the same formula, charge and spin is 196.83 kJ/mol.

maximum force of number 2 (C3H3FN2O)?
0.0960 Eh/bohr

Please write out number 1 again, unchanged.
The following is a quantum chemistry calculation of a 8-piece molecular cluster, BrH14O7 overall in a non-equilibrium geometry, from the Open Molecules 2025 dataset.

XYZ file:
```
22
BrH14O7 (ωB97M-V with the def2-TZVPD basis set)
H 12.006 -10.601 12.871
H 12.189 -14.043 12.212
Br 9.599 -12.872 14.854
H 10.798 -14.002 12.962
O 7.042 -11.693 16.940
O 7.936 -9.805 14.512
H 6.062 -12.466 13.948
O 10.889 -10.219 16.615
H 7.433 -10.877 17.183
O 12.305 -11.525 13.098
H 8.554 -12.445 12.450
H 7.240 -12.972 14.723
H 10.442 -11.036 16.284
H 11.632 -11.930 13.599
H 7.691 -12.304 16.578
O 8.057 -11.911 11.848
H 11.262 -10.373 17.452
H 8.263 -10.632 14.818
O 11.294 -14.376 12.259
H 8.313 -9.703 13.638
H 8.339 -10.980 11.918
O 6.383 -13.228 14.428
```

The LUMO energy is 0.116 Ha. As for the HOMO energy: -6.275 eV. The charge is -1. For the maximum force, the calculation gives 0.0627 Eh/bohr. Its calculated total energy is -84605.8920 eV. Its energy above the lowest of the compared OMol25 structures with the same formula, charge and spin is 90.22 kJ/mol.

The highest calculated total energy belongs to which entry?
C3H3FN2O

Copy entry 3 word for word.
The following is a quantum chemistry calculation of a 4-piece molecular cluster, C4H11NO3 overall in a non-equilibrium geometry, from the Open Molecules 2025 dataset.

XYZ file:
```
19
C4H11NO3 (ωB97M-V with the def2-TZVPD basis set)
H -0.735 -1.132 -0.135
H 2.479 -0.283 2.618
H 0.659 -2.025 2.215
H -2.791 0.964 -3.001
H 0.299 1.333 -0.558
N 1.738 0.677 0.911
H -3.414 -3.098 -4.689
O 3.960 1.655 3.978
H 4.719 1.985 4.503
C 0.690 -1.182 1.541
H 3.219 1.747 4.563
O -3.741 0.932 -3.070
H 2.462 1.349 0.801
C 0.688 0.514 0.018
H -3.895 1.798 -2.684
H -4.482 -2.032 -4.384
O -3.677 -2.223 -4.859
C 1.762 -0.329 1.815
C 0.059 -0.651 0.418
```

The LUMO energy is 0.024 Ha. As for the HOMO energy: -8.098 eV. The charge is 0. For the maximum force, the calculation gives 0.0597 Eh/bohr. Its calculated total energy is -11958.0695 eV. The SMILES is c1cc[nH]c1.O.O.O. Its energy above the lowest of the compared OMol25 structures with the same formula, charge and spin is 196.83 kJ/mol.